Entry from OMol25: a 3-piece molecular cluster, C24H32ClN2O12Si overall (ωB97M-V/def2-TZVPD).

```
72
Properties=species:S:1:pos:R:3:forces:R:3:mulliken_charge:R:1
C -2.1123 0.3992 4.2716 0.33 0.21 -0.32 -0.869
C -1.4665 0.7535 3.1504 0.03 0.16 0.95 -1.249
C -0.1861 0.1230 2.6420 -2.58 -1.12 -1.05 1.870
C 0.0703 -1.2202 3.3161 0.44 -0.21 0.14 -1.924
O -0.9772 -2.1042 2.9542 0.15 0.23 -0.51 -0.252
N -1.1048 -3.0857 4.0202 0.36 0.04 0.43 0.161
O -1.3041 -4.1279 3.5912 -0.42 -0.30 -0.13 -0.290
C -0.3452 -0.1833 1.0891 0.84 -0.71 -0.30 -0.324
Cl -2.0099 -0.2539 0.5635 -0.03 0.28 0.05 -0.202
O 0.3715 0.7031 0.2739 -0.30 1.03 0.49 -0.487
C 1.7564 0.5815 0.5231 0.26 -0.43 0.12 -0.638
C 2.1222 0.7538 2.0155 0.16 -0.48 -0.41 -0.211
N 0.8991 1.1353 2.7946 0.40 0.17 -0.22 -0.091
C 1.1885 1.6549 4.1719 0.36 0.55 0.42 -1.021
C 1.7580 0.6862 5.1909 -0.09 -0.17 0.18 -0.390
O 2.7095 -0.1862 4.6333 -0.09 0.13 0.54 -0.174
Si 3.4329 -1.3530 5.6452 0.56 -0.86 -0.38 0.294
C 5.2578 -1.3524 5.2399 -0.66 0.63 -0.12 -1.094
C 3.0908 -1.0768 7.4579 -0.36 0.31 -0.57 -1.142
C 2.7508 -3.0142 5.0994 -0.16 0.58 0.34 -1.021
H -2.2167 -0.6268 4.5983 0.88 0.03 0.59 0.286
H -2.5617 1.1702 4.8858 -1.13 -0.17 -0.57 0.312
H -1.8782 1.5923 2.5916 0.77 0.64 0.33 0.501
H 1.0026 -1.6571 2.9514 0.16 0.13 0.09 0.658
H 0.1185 -1.1741 4.4020 0.03 0.19 0.04 0.936
H 0.0398 -1.1887 0.8974 0.04 -0.07 0.11 0.388
H 2.0593 -0.4200 0.2076 0.20 0.00 -0.05 0.374
H 2.3106 1.3106 -0.0568 -0.34 0.12 -0.31 0.378
H 2.8718 1.5222 2.1702 -0.04 0.13 0.04 0.639
H 2.5248 -0.1791 2.3815 -0.08 0.08 0.43 0.116
H 0.5487 1.9514 2.2821 -0.22 -0.03 0.03 0.518
H 0.2861 2.1010 4.5815 -0.22 -0.18 -0.15 0.336
H 1.8737 2.4915 4.0371 0.18 -0.13 -0.29 0.510
H 0.9416 0.1496 5.6837 -0.04 -0.13 -0.10 0.369
H 2.2093 1.2924 5.9813 -0.05 0.20 -0.03 0.546
H 5.3441 -1.0801 4.1863 0.16 -0.17 -0.10 0.303
H 5.7049 -2.3276 5.4039 0.15 -0.01 0.08 0.358
H 5.7716 -0.5720 5.7993 0.21 -0.12 0.11 0.326
H 3.5093 -0.1432 7.8291 0.14 -0.03 0.13 0.345
H 2.0147 -1.0512 7.6366 -0.04 -0.08 0.16 0.338
H 3.5067 -1.9217 8.0034 0.08 0.02 0.12 0.400
H 2.7714 -3.1062 4.0148 0.08 -0.14 -0.07 0.315
H 3.3700 -3.7878 5.5507 -0.02 -0.18 -0.10 0.470
H 1.7266 -3.1529 5.4493 -0.07 -0.12 -0.04 0.251
C -3.6436 -0.4143 -2.5981 -0.18 0.06 0.06 -0.778
C -2.5621 -0.8169 -3.2723 -0.02 0.07 0.32 0.609
C -2.6019 -1.0913 -4.7498 -0.31 -0.01 -0.32 0.884
O -1.5625 -1.4333 -5.2846 0.17 0.00 0.16 -0.671
C -3.8636 -0.9325 -5.4444 0.09 -0.16 0.01 -0.978
C -4.9513 -0.5321 -4.7710 0.07 -0.07 -0.25 0.339
C -4.9075 -0.2341 -3.2965 0.27 0.00 0.24 0.894
O -5.9283 0.1420 -2.7553 -0.13 -0.01 -0.13 -0.632
O -6.1350 -0.3664 -5.3447 0.00 0.04 0.16 -0.568
O -1.3773 -1.0020 -2.6959 0.12 -0.06 -0.19 -0.460
H -3.6175 -0.2140 -1.5387 -0.06 0.02 -0.04 0.294
H -3.8824 -1.1456 -6.5013 -0.03 0.01 -0.01 0.410
H -6.7434 -0.0716 -4.6413 -0.05 0.02 0.01 0.372
H -0.7778 -1.2892 -3.4125 0.00 -0.01 -0.07 0.364
C -0.1644 2.5592 -9.4629 -0.14 -0.04 -0.09 -0.986
C 0.7210 2.7051 -8.4683 0.02 0.07 -0.28 0.335
C 0.4285 2.2403 -7.0672 -0.30 -0.18 0.20 0.984
O 1.2936 2.3938 -6.2240 0.15 0.10 -0.08 -0.650
C -0.8646 1.6400 -6.7951 0.12 0.06 0.10 -0.954
C -1.7509 1.4963 -7.7883 -0.02 -0.09 0.30 0.246
C -1.4500 1.9383 -9.1949 0.33 0.19 -0.23 1.010
O -2.3065 1.7535 -10.0373 -0.18 -0.08 0.10 -0.625
O -2.9524 0.9581 -7.6168 0.05 0.11 -0.24 -0.456
O 1.9131 3.2628 -8.6359 -0.01 -0.04 0.14 -0.556
H 0.0365 2.8875 -10.4726 0.03 0.00 0.00 0.432
H -1.0687 1.3236 -5.7829 -0.01 -0.03 -0.01 0.503
H -3.3813 0.9783 -8.4955 -0.02 0.01 -0.05 0.360
H 2.3489 3.2393 -7.7636 0.04 0.00 0.04 0.363
```
Forces are in eV/Å.

orbital gap = 8.00 eV
electronic energy = -73346.8111 eV
maximum force = 3.0 eV/A
net charge = +1
E_HOMO = -11.0 eV